Density functional theory data (the ωB97M-V functional and the def2-TZVPD basis) for a 2-piece molecular cluster, C11H23BO3 overall at a distorted geometry.

The calculation puts the energy at -683.31559 Eh. The maximum force is 4.63 eV/Å.

Structure (ORCA input):
```
! wB97M-V def2-TZVPD RIJCOSX def2/J DEFGRID3
* xyz 0 3
B 0.09389 0.52941 0.18793
C -2.20159 0.86817 0.10845
C -1.84806 -0.65479 -0.05808
C -3.31938 1.42695 -0.75526
C -2.63095 1.09180 1.53740
C -1.63747 -1.01901 -1.59802
C -2.88404 -1.65721 0.44301
C 3.62783 -0.17657 -1.15304
C 3.66365 0.33038 1.33801
C 2.43802 -1.63084 0.47482
C 1.59548 0.75029 -0.08755
C 2.82050 -0.20840 0.14750
O -0.90635 1.51154 -0.14628
O -0.53155 -0.64548 0.40214
O 2.01515 2.07491 -0.24173
H -2.89868 2.32930 -1.29172
H -4.19647 1.88798 -0.34798
H -3.72995 0.74082 -1.46173
H -3.44223 0.27813 1.79045
H -2.94855 2.13914 1.76250
H -1.76471 1.03442 2.19432
H -1.21784 -1.99982 -1.53335
H -0.88477 -0.29070 -2.07091
H -2.51422 -0.91031 -2.29389
H -2.30220 -2.61192 0.77057
H -3.50805 -1.82145 -0.50528
H -3.46901 -1.55723 1.42572
H 4.40326 -0.92668 -0.96764
H 2.86326 -0.52301 -1.85531
H 4.01973 0.88511 -1.20698
H 4.72731 -0.08142 1.26806
H 3.81115 1.39296 1.27667
H 3.22937 0.25746 2.36565
H 1.85911 -1.56617 1.36537
H 1.86523 -2.16740 -0.35143
H 3.33446 -2.13221 0.95890
H 1.19781 0.38622 -1.56140
H 1.27085 2.66561 -0.32991
*
```

Density functional theory data (the ωB97M-V functional and the def2-TZVPD basis) for a 3-piece molecular cluster, C2H5IO2S overall at a distorted geometry.

The calculation puts the energy at -925.49584 Eh. The calculation puts the energy relative to the best compared isomer or geometry (same formula, charge and spin) at 0.346 eV. The maximum force is 2.54 eV/Å.

Structure (ORCA input):
```
! wB97M-V def2-TZVPD RIJCOSX def2/J DEFGRID3
* xyz 0 1
C -0.97881 -0.30552 -1.28359
C -0.35349 0.34044 -0.35474
O 1.59919 0.81937 2.49866
O 2.90539 1.71885 0.63675
S 1.73163 1.77891 1.43650
I 1.30215 3.98472 -1.80463
H -0.53664 -1.24063 -1.42603
H 2.42076 4.15026 -0.73346
H -1.86226 -0.10449 -1.77160
H -0.79189 1.23484 0.09497
H 0.43020 -0.16514 0.15679
*
```